An isolated molecule of C6H11N in a non-equilibrium geometry. Source: the OMol25 dataset; level of theory: ωB97M-V with the def2-TZVPD basis set.

Relative energy (zero: lowest compared OMol25 entry of this formula, charge and spin) ... 262.9 kJ/mol
Kohn-Sham gap ... 9.6 eV
SMILES ... C=CC/C(C)=C/N
E_HOMO ... -8.72 eV
Spin multiplicity ... 1

```
18
C6H11N (ωB97M-V with the def2-TZVPD basis set)
C 0.448 1.346 2.518
C -0.414 0.596 1.823
C -0.148 -0.665 1.066
C 0.219 -0.403 -0.451
C -0.029 0.981 -0.959
C 0.458 -1.508 -1.184
N -0.108 -1.652 -2.565
H 0.223 2.388 2.682
H 1.492 1.052 2.449
H -1.429 0.964 1.733
H -1.111 -1.180 1.109
H 0.573 -1.415 1.385
H 0.483 1.251 -1.905
H 0.276 1.730 -0.245
H -1.094 1.053 -1.263
H 0.768 -2.456 -0.741
H -0.997 -1.184 -2.392
H 0.388 -0.900 -3.061
```

---

An isolated molecule of C4H7NO. Source: the OMol25 dataset; level of theory: ωB97M-V with the def2-TZVPD basis set.

Relative energy (zero: lowest compared OMol25 entry of this formula, charge and spin) ... 287.2 kJ/mol
Kohn-Sham gap ... 10.7 eV
SMILES ... C1N[C@H]1[C@H]1CO1
E_HOMO ... -9.56 eV
Spin multiplicity ... 1

```
13
C4H7NO (ωB97M-V with the def2-TZVPD basis set)
C -1.804 -0.301 -0.136
N -1.217 0.871 0.511
C -0.527 0.264 -0.619
C 0.753 -0.469 -0.321
C 1.865 0.266 0.280
O 1.056 -0.604 1.065
H -1.758 -1.261 0.375
H -2.728 -0.114 -0.679
H -0.716 0.571 1.348
H -0.513 0.870 -1.523
H 0.966 -1.362 -0.908
H 2.895 -0.063 0.148
H 1.728 1.331 0.465
```

---

C23H17Cl5LaN6O6S2 as an isolated structure in a non-equilibrium geometry. Source: the OMol25 dataset; level of theory: ωB97M-V with the def2-TZVPD basis set.

Relative energy (zero: lowest compared OMol25 entry of this formula, charge and spin) ... 167.2 kJ/mol
Charge ... -1
Kohn-Sham gap ... 7.2 eV
E_HOMO ... -5.06 eV
Spin multiplicity ... 1

```
60
C23H17Cl5LaN6O6S2 (ωB97M-V with the def2-TZVPD basis set)
La 0.174 -0.294 0.509
C 2.434 -2.578 8.479
C 1.920 -2.320 7.094
C 2.751 -2.435 5.988
C 2.267 -2.202 4.712
C 0.938 -1.857 4.560
C 0.096 -1.712 5.644
C 0.588 -1.958 6.910
S 0.388 -1.348 2.954
O -1.044 -1.577 2.783
O 1.176 -2.094 1.961
N 0.580 0.211 2.835
C 1.963 0.634 2.957
C 2.822 0.167 1.748
O 3.980 -0.162 1.953
O 2.241 0.200 0.610
H 3.480 -2.873 8.461
H 1.855 -3.375 8.945
H 2.330 -1.685 9.094
H 3.788 -2.701 6.124
H 2.895 -2.286 3.838
H -0.926 -1.416 5.464
H -0.054 -1.862 7.773
H 2.430 0.265 3.884
H 1.982 1.729 2.980
Cl 0.059 0.297 -2.660
C -0.050 1.868 -1.937
C -0.150 1.847 -0.552
C -0.170 3.089 0.075
Cl -0.265 2.995 1.791
C -0.097 4.292 -0.614
Cl -0.075 5.798 0.208
C -0.028 4.259 -2.006
Cl 0.056 5.726 -2.897
C -0.010 3.039 -2.681
Cl 0.074 3.002 -4.392
O 1.091 -8.926 0.895
C 0.056 -8.467 0.139
O -0.725 -9.260 -0.334
C -0.036 -7.011 -0.025
C 1.031 -6.135 0.223
C 0.899 -4.782 0.024
C -0.302 -4.250 -0.462
S -0.398 -2.626 -1.034
C -1.390 -5.116 -0.653
C -1.253 -6.465 -0.455
H 1.604 -8.183 1.243
H 2.007 -6.512 0.509
H 1.726 -4.112 0.211
H -2.328 -4.700 -0.990
H -2.076 -7.139 -0.639
N -5.552 0.731 0.613
N -4.407 0.148 0.180
N -4.403 -0.750 -0.772
C -3.108 -0.973 -0.931
N -2.381 -0.234 -0.088
N -3.224 0.474 0.610
H -6.338 0.101 0.510
H -5.438 1.110 1.546
H -2.682 -1.667 -1.628
```

---

Which formula does entry 2 have? C4H7NO

---

Look up the E_HOMO of the third one. -5.06 eV

---

What is the E_HOMO in the second record? -9.56 eV